Record 1
The following is a DFT calculation (the ωB97M-V functional and the def2-TZVPD basis) of the molecule C5H9N at a distorted geometry.

The structure (SMILES) is C1CC1N1CC1. Its total charge is 0. The value obtained for the energy above the lowest of the compared OMol25 structures with the same formula, charge and spin is 101.3 kcal per mole. For the HOMO energy, the calculation gives -8.43 eV.

The geometry in XYZ format:
```
15
C5H9N, DFT the ωB97M-V functional and the def2-TZVPD basis
C -1.133 0.886 0.890
C -1.760 0.164 -0.283
C -0.613 -0.452 0.444
N 0.587 -0.662 -0.262
C 1.859 -0.766 0.231
C 1.274 0.126 -1.168
H -0.553 1.781 0.673
H -1.682 0.918 1.825
H -2.718 -0.332 -0.176
H -1.586 0.594 -1.267
H -0.808 -1.317 1.069
H 1.927 -0.476 1.297
H 2.606 -1.505 -0.018
H 0.893 -0.015 -2.189
H 1.711 1.105 -1.098
```



Record 2
The following is a DFT calculation (the ωB97M-V functional and the def2-TZVPD basis) of the molecule C5H9N at a distorted geometry.

The structure (SMILES) is CC(C)CC#N. Its total charge is 0. The value obtained for the energy above the lowest of the compared OMol25 structures with the same formula, charge and spin is 29.2 kcal per mole. For the HOMO energy, the calculation gives -10.88 eV.

The geometry in XYZ format:
```
15
C5H9N, DFT the ωB97M-V functional and the def2-TZVPD basis
C 0.440 -1.336 -0.685
C 0.594 -0.100 0.256
C 0.920 1.186 -0.500
C -0.892 0.113 1.098
C -2.014 0.219 0.246
N -2.904 0.222 -0.456
H -0.382 -1.296 -1.414
H 1.359 -1.364 -1.177
H 0.285 -2.124 0.014
H 1.433 -0.343 1.082
H 0.277 1.282 -1.401
H 1.864 1.312 -0.725
H 0.696 2.059 0.073
H -0.928 -0.828 1.810
H -0.747 0.999 1.777
```